No. 1
# C37H48Br2IO6S2SbSiSn

C37H48Br2IO6S2SbSiSn as an isolated structure at a distorted geometry (ωB97M-V with the def2-TZVPD basis set, the Open Molecules 2025 dataset).

Last column: Mulliken charge in e.
Element x y z (Å)
Sn 0.23009 0.49923 0.71828  1.52
Br 0.12666 3.55478 0.42904  -0.01
C 1.13746 3.89295 -1.11913  -0.83
Br 1.61767 1.21293 -2.00040  -0.62
H 2.15151 4.20552 -0.92900  0.36
H 0.59289 4.39087 -1.90715  0.32
O -0.97848 -0.93215 2.36096  -0.52
S -2.33269 -0.81147 1.85203  1.03
O -3.05045 -2.06900 1.86653  -0.81
O -2.24537 -0.20795 0.49815  1.43
C -3.51486 0.41292 2.46451  -0.22
C -4.77847 0.28208 1.89644  -0.96
C -5.62788 1.37377 1.84492  -0.56
C -5.21692 2.60830 2.33242  -0.55
C -3.97733 2.73538 2.93889  -0.28
C -3.13875 1.63725 3.01627  -0.18
S -1.50778 1.68513 3.73762  1.29
O -1.44952 0.51026 4.56142  -0.68
O -1.38319 2.93370 4.46245  -0.81
O -0.69734 1.69934 2.49834  -0.60
H -5.06655 -0.67178 1.47753  0.47
H -6.60046 1.27307 1.37848  0.39
H -5.86670 3.47063 2.24674  0.37
H -3.62908 3.67820 3.34054  0.49
C 1.01985 -3.52913 2.27709  -1.92
C 1.86960 -3.89172 1.05128  2.74
C 3.32265 -3.54662 1.40051  -1.98
C 1.79973 -5.41180 0.84269  -1.83
Si 1.19913 -2.84626 -0.49284  -1.04
C -0.39757 -3.74955 -1.21917  3.69
C -1.38241 -4.14085 -0.11235  -2.06
C -0.09509 -5.00787 -2.04546  -2.05
C -1.14371 -2.75991 -2.11851  -1.43
C 2.59297 -2.79444 -1.90144  2.78
C 2.02005 -2.33118 -3.24592  -2.07
C 3.25619 -4.16401 -2.11775  -1.92
C 3.68909 -1.79233 -1.51552  -1.28
H 1.38118 -4.07499 3.15776  0.49
H -0.03470 -3.76837 2.14095  0.35
H 1.07460 -2.46270 2.49544  0.13
H 3.61234 -4.08665 2.31022  0.56
H 3.43991 -2.48030 1.59337  0.06
H 4.01665 -3.83937 0.61224  0.37
H 2.22282 -5.91598 1.72065  0.56
H 2.37250 -5.72818 -0.03179  0.23
H 0.77420 -5.76103 0.73012  0.31
H -1.02400 -4.98353 0.48031  0.38
H -2.33761 -4.44141 -0.56186  0.51
H -1.59664 -3.31303 0.55899  0.09
H 0.46525 -5.75181 -1.47728  0.35
H 0.47012 -4.77169 -2.94765  0.35
H -1.03822 -5.47289 -2.35949  0.53
H -1.49098 -1.91636 -1.51888  -0.58
H -2.02634 -3.23860 -2.56177  0.62
H -0.53016 -2.37296 -2.93110  0.01
H 1.32908 -3.05571 -3.67961  0.29
H 2.83829 -2.18879 -3.96268  0.57
H 1.51383 -1.36900 -3.14837  0.19
H 2.53224 -4.95124 -2.33143  0.25
H 3.84164 -4.46378 -1.24882  0.28
H 3.94250 -4.10096 -2.97154  0.59
H 3.29939 -0.77630 -1.52438  -0.05
H 4.50638 -1.84063 -2.24649  0.49
H 4.09836 -1.97781 -0.52282  0.25
C -0.81240 -0.18983 -6.97346  -0.50
C -1.65172 -1.04341 -6.27212  -0.78
C -2.03753 -0.73073 -4.97575  -0.17
C -1.59847 0.43650 -4.35523  0.77
C -0.72915 1.26522 -5.05853  -0.44
C -0.35122 0.96590 -6.36049  -0.67
Sb -2.03757 0.81387 -2.24485  -0.20
C -3.01632 2.74235 -2.62428  0.38
C -4.35786 2.96252 -2.31964  -0.29
C -4.96193 4.18139 -2.59889  -0.74
C -4.22331 5.21460 -3.15806  -0.47
C -2.87106 5.03028 -3.40539  -0.61
C -2.27647 3.80535 -3.13648  -0.20
C -3.94996 -0.21399 -2.45683  0.07
C -4.76959 0.07308 -3.54968  -0.15
C -5.98464 -0.57181 -3.72174  -0.79
C -6.40060 -1.52683 -2.80272  -0.60
C -5.60071 -1.81766 -1.70975  -0.86
C -4.38197 -1.16666 -1.54035  -0.33
H -0.49928 -0.43649 -7.98145  0.36
H -1.99460 -1.96460 -6.73009  0.38
H -2.69145 -1.40984 -4.44235  0.34
H -0.31973 2.14824 -4.58423  0.07
H 0.32595 1.62691 -6.88931  0.38
H -4.94308 2.17574 -1.86017  0.44
H -6.01588 4.32449 -2.38787  0.39
H -4.69571 6.16294 -3.38642  0.34
H -2.27857 5.84276 -3.81049  0.40
H -1.21763 3.67521 -3.32859  -0.01
H -4.45060 0.80913 -4.27890  0.51
H -6.60691 -0.33659 -4.57818  0.39
H -7.34344 -2.04383 -2.94261  0.34
H -5.91574 -2.55468 -0.97963  0.45
H -3.77587 -1.40803 -0.68044  0.50
I 2.62031 0.35823 2.09136  -0.59

Output
* 2S+1: 1
* net charge: -2
* energy above the lowest of the compared OMol25 structures with the same formula, charge and spin: 275.8 kJ/mol
* largest force on an atom: 2.0 eV/Å
* frontier orbital gap (alpha / beta): 6.314 / 6.045 eV
* E: -8876.3427 a.u.



No. 2
# C5H14N2O

A 2-piece molecular cluster, C5H14N2O overall at a distorted geometry (ωB97M-V with the def2-TZVPD basis set, the Open Molecules 2025 dataset).

Last column: Mulliken charge in e.
Element x y z (Å)
C 1.82150 -1.30985 0.33059  -1.20
C 2.18550 0.03057 -0.22182  -0.34
C 0.96091 0.78285 -0.92250  -0.66
C -0.32172 0.72583 -0.06860  0.15
C -0.33177 1.08179 1.20982  -0.41
N -1.51281 1.24883 1.98987  -0.61
N -1.52131 0.39829 -0.75737  -0.49
H 2.72560 -1.79286 0.71911  0.39
H 1.44398 -1.98210 -0.45661  0.33
H 1.11410 -1.36489 1.15768  0.32
H 2.91438 -0.00596 -1.04709  0.35
H 2.65697 0.67062 0.53442  0.31
H 1.20048 1.82193 -1.15547  0.33
H 0.76072 0.25845 -1.87304  0.34
H 0.51638 1.52263 1.71063  0.38
H -2.36516 0.93928 1.53763  0.24
H -1.42948 0.74724 2.86753  0.22
H -2.24593 1.10992 -0.76533  0.19
H -1.38659 -0.02612 -1.66043  0.24
H -1.84559 -2.44812 -0.85446  0.29
H -0.50975 -1.72567 -0.71896  0.31
O -1.07077 -2.15785 -1.35917  -0.69

Output
* 2S+1: 1
* net charge: 0
* energy above the lowest of the compared OMol25 structures with the same formula, charge and spin: 189.8 kJ/mol
* SMILES string: CCC/C(N)=C/N.O
* largest force on an atom: 2.5 eV/Å
* frontier orbital gap: 8.512 eV
* E: -383.6284 a.u.



No. 3
# C27H41O3Si

A 2-piece molecular cluster, C27H41O3Si overall at a distorted geometry (ωB97M-V with the def2-TZVPD basis set, the Open Molecules 2025 dataset).

Last column: Mulliken charge in e.
Element x y z (Å)
C 3.24954 1.72085 -1.16711  -1.20
C 3.94544 0.37685 -1.39458  1.01
C 3.25160 -0.36955 -2.53650  -1.60
Si 4.09037 -0.68127 0.17166  -0.66
C 4.44325 -2.49248 -0.23059  0.98
C 3.93910 -3.48256 0.81346  -1.46
C 5.93253 -2.77119 -0.47905  -1.75
C 5.44130 -0.09608 1.35945  0.98
C 4.89676 0.17073 2.75763  -1.46
C 6.18174 1.12646 0.83243  -1.53
O 2.60106 -0.41124 0.93346  -0.21
C 1.39607 -0.96185 0.69427  -0.32
C 0.23593 -0.26858 0.82938  0.18
C -0.93631 -0.99680 1.35928  -1.45
H 3.25895 2.29523 -2.10739  0.46
H 2.19368 1.57817 -0.88963  0.00
H 3.74561 2.32716 -0.39930  0.24
H 4.99967 0.54775 -1.66030  0.40
H 3.12409 0.30152 -3.39946  0.47
H 3.83598 -1.23564 -2.86784  0.32
H 2.24561 -0.71052 -2.24383  0.25
H 3.89298 -2.64920 -1.16865  0.34
H 4.20755 -4.49928 0.49755  0.44
H 4.42228 -3.30796 1.78193  0.30
H 2.85594 -3.44920 0.94966  0.28
H 6.03606 -3.70441 -1.05223  0.44
H 6.45105 -1.97741 -1.03038  0.34
H 6.45456 -2.92809 0.47557  0.43
H 6.14008 -0.94432 1.39833  0.23
H 5.71736 0.47953 3.41847  0.43
H 4.16752 0.98876 2.74130  0.29
H 4.43312 -0.71783 3.19743  0.30
H 7.02063 1.36625 1.49973  0.45
H 6.59266 0.97884 -0.17261  0.33
H 5.52052 2.00124 0.81421  0.27
H 1.39207 -2.03503 0.50816  0.16
H 0.18891 0.78951 0.62369  0.42
H -1.49657 -0.33460 2.03452  0.26
H -1.63404 -1.33958 0.57980  0.24
H -0.60057 -1.88708 1.91493  0.45
C -7.68559 2.12882 3.86583  -0.79
O -6.42283 2.81160 3.72184  -0.40
C -5.44644 2.25036 2.96019  0.87
C -4.19004 2.91146 2.98125  -0.84
C -3.19617 2.52735 2.11976  -0.45
C -3.42700 1.49496 1.15930  0.77
C -2.50607 1.26245 0.09738  -0.74
C -2.86568 0.69798 -1.16210  0.02
C -1.87185 0.10932 -2.00199  -0.27
C -2.19442 -0.43520 -3.21989  -0.87
C -3.54613 -0.46241 -3.65090  1.00
O -3.79620 -1.09715 -4.82817  -0.41
C -5.18012 -1.24989 -5.21041  -0.83
C -4.55055 0.15970 -2.86492  -0.59
C -4.20350 0.75074 -1.66355  -0.72
C -4.61424 0.71897 1.29291  -0.74
C -5.62722 1.10206 2.14899  -0.56
H -8.17757 2.65242 4.68825  0.25
H -8.27729 2.21406 2.94456  0.35
H -7.55640 1.06787 4.12077  0.34
H -4.07507 3.73018 3.68833  0.44
H -2.22446 3.02603 2.14562  0.43
H -1.51743 1.72666 0.16985  0.75
H -0.84266 0.08087 -1.63914  0.52
H -1.44451 -0.87230 -3.87506  0.47
H -5.13947 -1.79004 -6.15575  0.25
H -5.74035 -1.82187 -4.45893  0.37
H -5.66322 -0.27359 -5.34292  0.34
H -5.59102 0.17960 -3.20740  0.35
H -4.97704 1.24751 -1.07762  0.60
H -4.72117 -0.18529 0.68650  0.66
H -6.56230 0.53969 2.18052  0.38

Output
* 2S+1: 1
* net charge: +1
* energy above the lowest of the compared OMol25 structures with the same formula, charge and spin: 45.9 kJ/mol
* largest force on an atom: 1.9 eV/Å
* frontier orbital gap: 5.335 eV
* E: -1568.3613 a.u.



No. 4
# CHF2NO2S

One molecule with the formula CHF2NO2S at a distorted geometry (ωB97M-V with the def2-TZVPD basis set, the Open Molecules 2025 dataset).

Last column: Mulliken charge in e.
Element x y z (Å)
C 2.64073 0.21863 0.69883  0.59
N 1.00396 0.24876 -1.61157  -0.58
O 2.82086 0.17840 1.81829  -0.30
O -0.07765 -0.71891 0.46077  -0.51
F 3.54540 0.51348 -0.16658  -0.16
F 2.03647 -1.83690 -0.36428  -0.28
S 1.12417 -0.42967 -0.26961  0.95
H 0.10919 0.42672 -1.76524  0.29

Output
* 2S+1: 1
* net charge: 0
* energy above the lowest of the compared OMol25 structures with the same formula, charge and spin: 186.0 kJ/mol
* SMILES string: N=[S@@](=O)(F)C(=O)F
* largest force on an atom: 6.5 eV/Å
* frontier orbital gap: 11.452 eV
* E: -841.7741 a.u.